w.
{
  "formula": "C44H41ClF3N6O3SSbTi",
  "method": "ωB97M-V/def2-TZVPD",
  "orbital_gap_ev": 6.815,
  "e_homo_ha": -0.27937,
  "lumo_energy_ev": -0.79,
  "elements": ["Ti", "N", "C", "S", "N", "N", "C", "C", "C", "C", "C", "C", "C", "O", "H", "H", "H", "H", "H", "H", "H", "C", "N", "C", "C", "C", "C", "C", "C", "C", "N", "C", "C", "C", "C", "C", "C", "N", "C", "C", "H", "H", "H", "H", "H", "H", "H", "H", "H", "H", "H", "H", "H", "H", "H", "H", "H", "H", "H", "H", "Cl", "C", "C", "O", "O", "H", "H", "F", "C", "C", "C", "C", "C", "C", "Sb", "C", "C", "C", "C", "F", "C", "C", "C", "C", "C", "C", "F", "C", "C", "H", "H", "H", "H", "H", "H", "H", "H", "H", "H", "H", "H"],
  "coordinates": [[-1.232, 0.267, -1.117], [-3.806, -3.235, -0.529], [-2.900, -2.298, -0.880], [-3.509, -0.741, -1.321], [-1.649, -2.669, -0.946], [-0.708, -1.738, -1.212], [0.488, -2.215, -1.394], [1.664, -1.426, -1.619], [2.900, -2.042, -1.870], [4.034, -1.306, -2.129], [3.959, 0.082, -2.153], [2.764, 0.719, -1.905], [1.599, -0.006, -1.616], [0.475, 0.623, -1.378], [-4.730, -2.924, -0.274], [-3.452, -4.076, -0.103], [0.592, -3.301, -1.374], [2.951, -3.121, -1.876], [4.975, -1.801, -2.310], [4.840, 0.667, -2.362], [2.698, 1.798, -1.923], [-2.122, -1.224, -4.107], [-1.302, -0.105, -3.622], [0.036, -0.254, -4.210], [-1.835, 1.173, -4.074], [-2.092, 1.433, -5.411], [-2.472, 2.692, -5.842], [-2.557, 3.726, -4.921], [-2.351, 3.474, -3.584], [-2.038, 2.184, -3.117], [-1.923, 1.905, -1.779], [-2.742, 2.656, -0.929], [-4.073, 2.887, -1.284], [-4.934, 3.585, -0.460], [-4.482, 4.017, 0.774], [-3.173, 3.785, 1.158], [-2.268, 3.143, 0.312], [-0.940, 2.886, 0.683], [-0.615, 2.974, 2.087], [0.111, 3.439, -0.148], [-3.169, -1.065, -3.850], [-2.038, -1.345, -5.194], [-1.781, -2.151, -3.643], [-0.014, -0.316, -5.306], [0.502, -1.166, -3.839], [0.658, 0.599, -3.940], [-2.005, 0.633, -6.132], [-2.692, 2.865, -6.884], [-2.800, 4.730, -5.237], [-2.442, 4.274, -2.866], [-4.428, 2.492, -2.225], [-5.949, 3.782, -0.770], [-5.148, 4.542, 1.441], [-2.852, 4.131, 2.129], [-0.473, 4.010, 2.434], [0.311, 2.415, 2.249], [-1.400, 2.505, 2.681], [0.260, 4.513, 0.054], [-0.122, 3.301, -1.203], [1.045, 2.916, 0.073], [-4.815, -1.250, 1.993], [-3.701, 0.104, 1.829], [-2.326, -0.393, 1.363], [-1.858, -1.445, 1.759], [-1.703, 0.409, 0.590], [-3.591, 0.557, 2.817], [-4.115, 0.821, 1.116], [7.320, -0.311, 1.225], [5.975, -0.420, 1.314], [5.189, 0.639, 0.905], [3.814, 0.512, 0.988], [3.227, -0.653, 1.457], [4.045, -1.679, 1.903], [5.422, -1.578, 1.827], [1.050, -0.685, 1.713], [0.904, -2.849, 1.880], [-0.029, -3.399, 2.748], [-0.185, -4.771, 2.844], [0.590, -5.589, 2.045], [0.439, -6.931, 2.126], [1.521, -5.069, 1.165], [1.672, -3.693, 1.091], [1.630, -0.374, 3.811], [2.066, 0.898, 4.153], [2.527, 1.185, 5.425], [2.547, 0.168, 6.363], [2.973, 0.441, 7.617], [2.141, -1.114, 6.048], [1.687, -1.375, 4.766], [5.653, 1.537, 0.529], [3.188, 1.340, 0.680], [3.604, -2.567, 2.333], [6.063, -2.377, 2.163], [-0.663, -2.750, 3.333], [-0.908, -5.208, 3.512], [2.100, -5.737, 0.547], [2.399, -3.278, 0.405], [2.072, 1.683, 3.406], [2.864, 2.173, 5.696], [2.181, -1.890, 6.798], [1.385, -2.380, 4.511]]
}

=====

x.
{
  "formula": "C44H41ClF3N6O3SSbTi",
  "method": "ωB97M-V/def2-TZVPD",
  "orbital_gap_ev": 6.805,
  "e_homo_ha": -0.27819,
  "lumo_energy_ev": -0.77,
  "elements": ["Ti", "N", "C", "S", "N", "N", "C", "C", "C", "C", "C", "C", "C", "O", "H", "H", "H", "H", "H", "H", "H", "C", "N", "C", "C", "C", "C", "C", "C", "C", "N", "C", "C", "C", "C", "C", "C", "N", "C", "C", "H", "H", "H", "H", "H", "H", "H", "H", "H", "H", "H", "H", "H", "H", "H", "H", "H", "H", "H", "H", "Cl", "C", "C", "O", "O", "H", "H", "F", "C", "C", "C", "C", "C", "C", "Sb", "C", "C", "C", "C", "F", "C", "C", "C", "C", "C", "C", "F", "C", "C", "H", "H", "H", "H", "H", "H", "H", "H", "H", "H", "H", "H"],
  "coordinates": [[0.358, -0.304, -0.256], [-3.911, -1.099, 0.623], [-2.649, -0.986, 0.151], [-1.377, -1.672, 1.092], [-2.515, -0.450, -1.028], [-1.284, -0.235, -1.522], [-1.266, 0.041, -2.792], [-0.097, 0.394, -3.532], [-0.176, 0.523, -4.925], [0.939, 0.813, -5.679], [2.164, 1.010, -5.050], [2.269, 0.898, -3.681], [1.160, 0.568, -2.887], [1.282, 0.370, -1.600], [-4.022, -1.341, 1.594], [-4.611, -0.510, 0.198], [-2.216, 0.005, -3.330], [-1.134, 0.376, -5.404], [0.874, 0.880, -6.754], [3.042, 1.248, -5.632], [3.223, 1.022, -3.192], [2.436, 2.769, 0.889], [2.546, 1.323, 0.792], [3.741, 0.932, 0.055], [2.426, 0.613, 2.022], [2.716, 1.159, 3.267], [2.607, 0.404, 4.426], [2.148, -0.900, 4.362], [1.823, -1.452, 3.137], [1.989, -0.728, 1.951], [1.678, -1.286, 0.710], [1.968, -2.611, 0.519], [2.964, -3.305, 1.231], [3.119, -4.666, 1.090], [2.298, -5.378, 0.231], [1.398, -4.696, -0.571], [1.250, -3.324, -0.460], [0.463, -2.540, -1.399], [1.270, -2.463, -2.626], [-0.799, -3.216, -1.730], [3.332, 3.249, 1.314], [1.575, 3.029, 1.506], [2.283, 3.176, -0.117], [4.659, 1.200, 0.602], [3.748, 1.439, -0.911], [3.734, -0.146, -0.110], [3.029, 2.189, 3.345], [2.879, 0.836, 5.377], [2.038, -1.487, 5.262], [1.429, -2.459, 3.078], [3.604, -2.757, 1.907], [3.882, -5.185, 1.654], [2.383, -6.451, 0.156], [0.808, -5.252, -1.283], [1.490, -3.470, -3.006], [2.220, -1.966, -2.420], [0.725, -1.914, -3.394], [-1.399, -2.584, -2.386], [-1.360, -3.411, -0.814], [-0.618, -4.164, -2.253], [-0.431, 2.450, 3.660], [-1.259, 1.012, 3.048], [-1.257, 1.183, 1.532], [-2.238, 1.633, 0.960], [-0.157, 0.905, 0.949], [-2.271, 1.012, 3.448], [-0.690, 0.135, 3.356], [-3.346, 8.488, 0.408], [-2.768, 7.315, 0.064], [-2.718, 6.289, 0.988], [-2.113, 5.097, 0.625], [-1.576, 4.930, -0.642], [-1.659, 5.972, -1.551], [-2.246, 7.175, -1.208], [-0.701, 3.033, -1.255], [-2.511, 2.785, -2.456], [-2.594, 3.013, -3.821], [-3.784, 2.827, -4.504], [-4.900, 2.424, -3.798], [-6.064, 2.234, -4.461], [-4.853, 2.211, -2.433], [-3.652, 2.390, -1.769], [0.602, 4.100, -2.687], [1.422, 5.064, -2.109], [2.391, 5.730, -2.838], [2.536, 5.417, -4.178], [3.486, 6.049, -4.904], [1.744, 4.464, -4.787], [0.792, 3.800, -4.027], [-3.145, 6.438, 1.967], [-2.071, 4.290, 1.343], [-1.250, 5.845, -2.542], [-2.302, 7.993, -1.910], [-1.732, 3.350, -4.374], [-3.851, 2.997, -5.568], [-5.749, 1.914, -1.911], [-3.605, 2.226, -0.703], [1.285, 5.317, -1.065], [3.029, 6.474, -2.386], [1.878, 4.242, -5.835], [0.207, 3.033, -4.509]]
}

=====

Which one sits at the top of the stability order? x does.

=====

w.
{
  "formula": "C4H3F",
  "method": "ωB97M-V/def2-TZVPD",
  "orbital_gap_ev": 7.925,
  "e_homo_ha": -0.30146,
  "lumo_energy_ev": -0.28,
  "elements": ["C", "C", "C", "C", "F", "H", "H", "H"],
  "coordinates": [[0.250, 0.768, -0.087], [0.046, -0.768, 0.385], [-0.945, 0.137, 0.032], [1.265, -0.362, -0.472], [0.828, -0.537, -1.814], [0.580, 1.723, 0.492], [0.032, -1.383, 1.382], [-2.055, 0.422, 0.082]]
}

=====

x.
{
  "formula": "C4H3F",
  "method": "ωB97M-V/def2-TZVPD",
  "orbital_gap_ev": 10.639,
  "smiles": "C#CC(=C)F",
  "e_homo_ha": -0.35600,
  "lumo_energy_ev": 0.95,
  "elements": ["C", "C", "C", "C", "F", "H", "H", "H"],
  "coordinates": [[2.125, -0.232, 0.051], [0.907, -0.246, -0.135], [-0.602, 0.031, -0.136], [-1.493, -0.925, 0.012], [-0.534, 1.314, 0.044], [3.193, -0.763, 0.401], [-1.297, -1.972, -0.112], [-2.711, -0.853, 0.558]]
}

=====

Which one sits at the top of the stability order? x does.

=====

w.
{
  "formula": "C5H6O2S",
  "method": "ωB97M-V/def2-TZVPD",
  "orbital_gap_ev": 9.276,
  "smiles": "CSC1=CCOC1=O",
  "e_homo_ha": -0.31734,
  "lumo_energy_ev": 0.64,
  "elements": ["C", "S", "C", "C", "C", "O", "C", "O", "H", "H", "H", "H", "H", "H"],
  "coordinates": [[1.093, 2.132, 0.139], [-0.713, 2.069, -0.234], [-1.345, 0.497, -0.105], [-0.815, -0.716, -0.012], [-1.882, -1.779, 0.068], [-3.118, -0.962, 0.187], [-2.873, 0.304, -0.014], [-3.687, 1.189, -0.037], [1.609, 1.370, -0.484], [1.223, 2.207, 1.211], [1.286, 3.115, -0.399], [0.278, -1.111, -0.135], [-1.949, -2.280, -0.947], [-1.734, -2.311, 1.088]]
}

=====

x.
{
  "formula": "C5H6O2S",
  "method": "ωB97M-V/def2-TZVPD",
  "orbital_gap_ev": [7.387, 7.461],
  "e_homo_ha": [-0.28795, -0.28898],
  "lumo_energy_ev": [-0.45, -0.40],
  "elements": ["C", "C", "C", "C", "C", "O", "O", "S", "H", "H", "H", "H", "H", "H"],
  "coordinates": [[0.612, 1.796, 0.344], [-0.671, 1.846, 0.700], [-1.151, -0.565, 1.583], [0.342, -0.416, -0.262], [0.856, -1.645, -0.939], [-0.915, -0.055, -0.913], [1.177, 0.696, -0.228], [-1.837, 0.512, 0.327], [1.291, 2.707, 0.158], [-1.040, 2.843, 1.146], [-1.562, -1.618, 1.330], [1.216, -2.442, -0.137], [1.663, -1.637, -1.632], [0.019, -2.023, -1.476]]
}

=====

Which one sits at the top of the stability order? w does.